{
  "formula": "C24H21BClCsN10O6",
  "method": "ωB97M-V/def2-TZVPD",
  "e_homo_ev": [-5.18, -5.62],
  "spin_multiplicity": 2,
  "s2": 0.7724,
  "charge": -1,
  "orbital_gap_ev": [7.16, 7.08],
  "de_lowest_kcal_mol": 58.0,
  "fmax_ev_per_a": 1.9,
  "species": ["Cs", "C", "C", "N", "N", "C", "B", "N", "C", "C", "C", "N", "N", "C", "C", "C", "N", "N", "C", "C", "C", "N", "H", "H", "H", "H", "H", "H", "H", "H", "H", "H", "H", "H", "O", "C", "C", "O", "C", "C", "O", "C", "O", "O", "C", "C", "C", "C", "N", "C", "C", "H", "H", "H", "H", "H", "H", "H", "Cl", "C", "H", "H", "O", "N"],
  "xyz": [[-0.7793, -0.2754, -0.3940], [2.9810, 0.7645, 2.7978], [1.6971, 0.8037, 2.2370], [1.6390, 0.0979, 1.1203], [2.8818, -0.4112, 0.9304], [3.7024, -0.0221, 1.9262], [3.0631, -1.2503, -0.3741], [2.8400, -0.3481, -1.6282], [3.8074, 0.3550, -2.2556], [3.2238, 1.1211, -3.2353], [1.8576, 0.8126, -3.1266], [1.6287, -0.0578, -2.1598], [2.1197, -2.5038, -0.3465], [2.4166, -3.6708, 0.2652], [1.3237, -4.4985, 0.1838], [0.3763, -3.7316, -0.5148], [0.8543, -2.5380, -0.8254], [4.4966, -1.8242, -0.5175], [4.8571, -2.6049, -1.5570], [6.1813, -2.9440, -1.4079], [6.5530, -2.3053, -0.2135], [5.5432, -1.6358, 0.3168], [3.3372, 1.2360, 3.6962], [0.8127, 1.3193, 2.5791], [4.7281, -0.3368, 1.9268], [4.8356, 0.2498, -1.9546], [3.7126, 1.7889, -3.9217], [1.0252, 1.1837, -3.7037], [3.3867, -3.8171, 0.7088], [1.2306, -5.5002, 0.5635], [-0.6288, -3.9913, -0.8113], [4.1369, -2.8530, -2.3173], [6.7775, -3.5561, -2.0605], [7.5092, -2.3022, 0.2854], [-6.2500, -2.9603, -2.1098], [-5.3568, -2.1437, -2.0188], [-4.9018, -1.4045, -0.8745], [-5.4565, -1.4884, 0.3647], [-3.8305, -0.5046, -1.1770], [-3.5576, -0.6833, -2.5740], [-2.6259, 0.0083, -3.3067], [-4.4487, -1.6510, -3.1786], [-4.5089, -2.0151, -4.3340], [-3.2444, 0.2395, -0.3644], [-4.0172, 4.9072, 4.1821], [-3.1701, 4.0165, 3.3197], [-2.4567, 4.5134, 2.2396], [-1.6825, 3.6513, 1.4762], [-1.5774, 2.3497, 1.7154], [-2.2644, 1.8737, 2.7519], [-3.0618, 2.6536, 3.5707], [-4.0879, 5.9099, 3.7630], [-3.5997, 4.9919, 5.1867], [-5.0275, 4.5097, 4.2826], [-2.4986, 5.5642, 1.9814], [-1.1244, 4.0288, 0.6264], [-2.1826, 0.8073, 2.9302], [-3.5964, 2.1906, 4.3903], [-1.5945, 2.2354, -2.1725], [-2.7316, 1.3933, -3.3156], [-2.4308, 1.7481, -4.2965], [-3.7325, 1.7193, -3.0413], [-4.7550, -1.5607, 2.4257], [-4.3551, -1.6544, 1.3457]],
  "forces_ev_per_angstrom": [[1.01, -0.28, 0.33], [0.03, -0.03, -0.04], [-0.06, 0.04, 0.03], [0.59, -0.02, 0.21], [-0.30, -0.11, -0.28], [0.12, -0.02, 0.01], [0.06, -0.01, 0.07], [-0.32, -0.21, 0.15], [0.12, -0.06, 0.11], [0.01, -0.04, 0.01], [-0.08, 0.07, -0.03], [0.38, 0.00, 0.02], [-0.15, 0.31, -0.17], [0.16, 0.09, 0.07], [-0.01, -0.02, 0.00], [0.04, 0.01, 0.00], [0.55, -0.48, -0.03], [0.08, 0.01, 0.08], [0.00, -0.03, -0.05], [-0.12, 0.02, -0.02], [0.05, 0.02, 0.04], [-0.08, 0.02, -0.03], [0.01, 0.02, 0.04], [-0.01, 0.02, 0.02], [0.05, 0.01, 0.04], [0.06, 0.04, -0.03], [0.01, 0.03, -0.04], [0.00, 0.04, -0.03], [0.03, -0.07, 0.04], [-0.01, -0.03, 0.00], [-0.01, -0.04, 0.00], [-0.01, -0.05, -0.07], [0.03, -0.02, -0.01], [0.03, -0.01, 0.00], [0.00, -0.03, -0.05], [0.02, 0.05, 0.03], [-0.51, -0.18, 0.17], [0.57, -0.09, 0.18], [0.12, 0.19, -0.05], [-0.27, -0.01, -0.13], [0.06, 0.14, 0.13], [0.28, 0.14, 0.04], [-0.07, -0.02, 0.01], [-1.89, 0.39, -0.14], [-0.04, 0.04, 0.02], [0.00, 0.01, 0.01], [0.04, 0.02, -0.05], [0.00, 0.00, -0.03], [0.06, -0.02, 0.04], [-0.03, -0.04, -0.07], [0.00, -0.03, 0.02], [0.01, 0.01, -0.01], [0.03, -0.02, 0.01], [-0.01, -0.03, -0.01], [-0.02, 0.02, 0.02], [0.01, 0.00, -0.01], [0.01, -0.03, 0.01], [-0.03, 0.02, 0.02], [-0.19, 0.36, -0.46], [-0.01, -0.06, 0.04], [-0.05, -0.04, 0.01], [0.04, 0.03, 0.01], [-0.05, 0.07, -0.24], [-0.32, -0.08, 0.05]]
}

{
  "formula": "C19H23CsN4OS4",
  "method": "ωB97M-V/def2-TZVPD",
  "e_homo_ev": -7.24,
  "spin_multiplicity": 1,
  "charge": 0,
  "orbital_gap_ev": 6.94,
  "de_lowest_kcal_mol": 44.5,
  "fmax_ev_per_a": 4.4,
  "species": ["Cs", "N", "N", "C", "N", "S", "H", "H", "H", "H", "H", "C", "C", "C", "C", "C", "N", "H", "H", "H", "H", "H", "H", "H", "H", "H", "O", "C", "C", "C", "C", "C", "S", "C", "C", "C", "C", "S", "C", "C", "C", "C", "S", "H", "H", "H", "H", "H", "H", "H", "H", "H"],
  "xyz": [[0.9631, -1.7781, -0.4722], [4.6896, -2.6393, 0.2525], [3.9724, -2.1949, 1.3697], [2.9972, -2.9616, 1.9281], [2.6621, -4.0844, 1.2693], [2.2983, -2.4953, 3.3537], [5.5767, -3.0422, 0.5346], [4.8760, -1.8541, -0.3558], [4.3620, -1.5000, 1.9856], [3.1085, -4.3325, 0.4019], [1.8575, -4.5951, 1.5855], [1.4648, 3.7105, -1.7313], [1.8085, 3.2927, -0.2942], [0.7757, 3.8562, 0.6841], [3.2201, 3.7697, 0.0864], [1.8265, 1.8278, -0.2432], [1.9319, 0.6827, -0.2360], [1.4557, 4.7991, -1.7992], [0.4812, 3.3375, -2.0176], [2.2024, 3.3236, -2.4350], [0.8386, 4.9457, 0.6808], [0.9607, 3.4983, 1.6962], [-0.2305, 3.5621, 0.3931], [3.2612, 4.8588, 0.0490], [3.9616, 3.3681, -0.6049], [3.4765, 3.4470, 1.0956], [-1.1669, -2.5288, -0.2844], [-1.9990, -1.4802, -0.3755], [-1.5893, -0.3634, 0.6133], [-0.8198, -0.5479, 1.7198], [-0.7218, 0.6055, 2.5472], [-1.4251, 1.6544, 2.0518], [-2.1883, 1.2573, 0.5604], [-3.4427, -1.8717, -0.0146], [-4.2043, -1.5104, 1.0556], [-5.4463, -2.2029, 1.1228], [-5.6022, -3.0867, 0.1052], [-4.2462, -3.0794, -0.9504], [-1.9777, -0.8782, -1.7949], [-0.9529, -0.9617, -2.6893], [-1.2211, -0.3179, -3.9287], [-2.4443, 0.2727, -3.9467], [-3.2919, 0.0050, -2.4770], [-0.3778, -1.5015, 1.9694], [-0.1589, 0.6300, 3.4699], [-1.5476, 2.6435, 2.4655], [-3.8877, -0.7856, 1.7915], [-6.1769, -2.0430, 1.9035], [-6.4367, -3.7391, -0.0980], [-0.0350, -1.4935, -2.4944], [-0.5227, -0.3040, -4.7539], [-2.9154, 0.8252, -4.7445]],
  "forces_ev_per_angstrom": [[4.25, -1.14, 0.38], [0.03, -0.11, 0.05], [-0.01, -0.17, -0.05], [0.27, -0.22, -0.07], [0.00, 0.06, -0.16], [-0.26, 0.15, 0.24], [0.05, -0.01, 0.03], [-0.12, 0.04, -0.09], [0.01, 0.10, 0.02], [0.07, 0.09, -0.01], [0.01, -0.02, 0.11], [0.00, -0.03, -0.01], [0.06, 0.37, -0.08], [0.00, -0.04, 0.02], [-0.01, -0.06, -0.02], [0.05, -0.28, 0.03], [0.51, 1.70, 0.20], [0.01, 0.00, 0.03], [0.00, 0.00, 0.00], [-0.01, 0.01, -0.01], [0.03, -0.01, -0.04], [-0.02, 0.00, 0.01], [-0.01, -0.01, 0.01], [-0.04, -0.01, -0.02], [0.01, 0.02, 0.01], [0.00, 0.02, 0.00], [-2.71, -1.06, 0.19], [-0.92, 0.29, 0.04], [-0.20, 0.15, 0.13], [-0.25, 0.02, 0.27], [0.04, -0.01, 0.06], [-0.14, 0.08, -0.16], [0.13, -0.06, 0.13], [-0.02, -0.10, -0.02], [0.02, 0.00, -0.02], [-0.02, 0.03, 0.10], [0.09, -0.02, -0.24], [0.00, 0.01, 0.20], [-0.16, -0.02, -0.09], [-0.15, -0.03, -0.46], [0.09, 0.11, 0.07], [-0.19, 0.02, 0.07], [0.21, 0.02, -0.05], [-0.09, -0.02, 0.09], [-0.01, 0.03, 0.00], [0.06, -0.03, 0.03], [0.02, 0.01, -0.01], [-0.02, -0.03, -0.02], [-0.01, 0.03, 0.04], [-0.68, 0.12, -0.86], [-0.06, 0.04, -0.04], [0.04, -0.03, -0.02]]
}

{
  "formula": "C2H2O2S2",
  "method": "ωB97M-V/def2-TZVPD",
  "e_homo_ev": -10.15,
  "spin_multiplicity": 1,
  "charge": 0,
  "orbital_gap_ev": 9.45,
  "de_lowest_kcal_mol": 3.4,
  "fmax_ev_per_a": 1.3,
  "species": ["O", "C", "S", "C", "O", "S", "H", "H"],
  "xyz": [[-1.3467, 1.3548, 0.4193], [-0.7290, 0.3715, 0.6812], [-0.7720, -0.6950, 2.1051], [0.3099, -0.0419, -0.3664], [1.0647, -0.9718, -0.2373], [0.1520, 1.0409, -1.7893], [0.1960, -1.5105, 1.6386], [1.1251, 0.4520, -2.4511]],
  "forces_ev_per_angstrom": [[-0.94, 0.38, 0.80], [0.82, -0.67, 0.02], [-0.35, 0.52, -0.19], [0.66, -0.64, -0.78], [-0.29, 0.61, -0.24], [-0.33, 0.03, 0.72], [-0.11, 0.20, -0.07], [0.54, -0.43, -0.27]]
}

Which formula does entry 1 have? C24H21BClCsN10O6